One molecule with the formula C6H12O, computed with ωB97M-V/def2-TZVPD.

## Properties
spin multiplicity = 1
SMILES string = CC1(C)OC1(C)C
frontier orbital gap = 10.660 eV
HOMO = -9.72 eV

Last column: Löwdin charge in e.
Positions of all 19 atoms, in Å:
C -0.128 -1.084 1.498  -0.012
C -0.111 0.245 0.746  -0.455
C -1.157 1.265 1.188  -0.005
O 1.064 0.990 0.380  0.013
C 0.461 0.153 -0.611  -0.496
C 1.449 -0.957 -0.940  -0.024
C -0.346 0.615 -1.799  -0.007
H -0.831 -1.039 2.331  0.070
H 0.840 -1.420 1.873  0.085
H -0.512 -1.852 0.808  0.091
H -1.675 1.760 0.365  0.067
H -0.616 2.058 1.717  0.094
H -1.904 0.849 1.869  0.075
H 0.993 -1.895 -1.272  0.085
H 2.105 -0.601 -1.744  0.089
H 2.081 -1.150 -0.071  0.084
H 0.252 1.034 -2.610  0.084
H -1.136 1.320 -1.535  0.067
H -0.830 -0.292 -2.193  0.095

***

A 2-piece molecular cluster, C5H14N2O overall, computed with ωB97M-V/def2-TZVPD.

## Properties
spin multiplicity = 1
frontier orbital gap = 4.489 eV
HOMO = -8.30 eV

Last column: Löwdin charge in e.
Positions of all 22 atoms, in Å:
C -0.083 1.919 -0.498  -0.070
N -0.547 0.943 0.473  0.024
C -0.670 -0.381 -0.110  -0.301
C 0.634 -1.180 -0.053  -0.161
C 0.770 -1.822 1.344  -0.086
N 1.131 0.980 2.362  0.000
C -1.272 -0.450 -1.600  -0.277
O -0.319 -0.173 -2.545  -0.115
H 0.111 2.787 0.120  0.097
H -0.911 1.968 -1.193  0.090
H 0.702 1.621 -1.101  0.063
H 0.971 1.843 2.800  -0.043
H -1.476 -0.935 0.423  0.137
H 1.428 -0.422 -0.151  0.126
H 0.660 -1.841 -0.784  0.059
H 1.409 -1.208 1.985  0.030
H 1.099 -2.873 1.474  0.080
H -0.214 -1.868 1.857  0.082
H 1.965 0.536 2.683  -0.026
H -2.063 0.390 -1.646  0.138
H -1.621 -1.503 -1.806  0.140
H 0.128 0.906 1.358  0.011

***

C49H44N7O2P2PdS as an isolated structure, computed with ωB97M-V/def2-TZVPD.

## Properties
spin multiplicity = 5
frontier orbital gap (alpha / beta) = 7.479 / 4.770 eV
HOMO (alpha / beta) = -14.96 / -15.33 eV
charge = +3
expectation value of S² = 6.030

Last column: Löwdin spin population.
Positions of all 106 atoms, in Å:
Pd -0.148 -0.477 1.129  0.483
S 1.603 2.235 4.266  0.002
C 2.809 1.012 4.000  0.001
C 4.053 0.885 4.614  0.000
C 4.835 -0.194 4.254  0.000
C 4.387 -1.129 3.311  0.000
C 3.155 -1.005 2.702  0.001
C 2.364 0.090 3.050  0.002
N 1.095 0.397 2.564  0.023
C 0.593 1.466 3.123  0.002
C -0.750 1.852 2.715  0.006
C -1.474 2.893 3.285  0.001
C -2.760 3.162 2.839  0.004
C -3.315 2.382 1.836  0.003
C -2.592 1.336 1.259  0.011
C -1.305 1.068 1.689  0.032
H 4.393 1.599 5.351  0.000
H 5.804 -0.323 4.716  0.000
H 5.022 -1.969 3.060  0.000
H 2.803 -1.730 1.979  0.000
H -1.044 3.486 4.083  0.000
H -3.330 3.965 3.284  0.000
H -4.324 2.579 1.498  0.000
H -3.052 0.757 0.476  0.001
C 0.753 -2.628 -2.185  0.001
N 0.231 -1.366 -1.608  0.035
P 1.211 -0.149 -0.918  0.202
C 2.906 -0.384 -1.467  0.050
C 3.928 -0.143 -0.550  0.006
C 5.254 -0.187 -0.960  0.000
C 5.560 -0.482 -2.278  0.001
C 4.545 -0.726 -3.198  0.003
C 3.221 -0.672 -2.801  0.013
C 0.878 1.509 -1.650  0.096
C 1.707 2.558 -0.752  0.090
C 2.378 3.608 -1.588  0.053
C 1.841 3.961 -2.754  0.023
C 0.660 3.180 -3.318  0.081
C 1.069 1.750 -3.098  0.627
P -1.249 -1.317 -0.761  0.009
C -2.405 -0.512 -1.893  0.003
C -3.770 -0.496 -1.591  0.001
C -4.678 0.017 -2.501  0.001
C -4.237 0.484 -3.735  0.001
C -2.888 0.438 -4.054  0.002
C -1.969 -0.052 -3.133  0.015
C -2.000 -2.938 -0.586  0.002
C -2.172 -3.758 -1.705  0.001
C -2.868 -4.948 -1.589  0.000
C -3.436 -5.305 -0.371  0.000
C -3.316 -4.468 0.728  0.000
C -2.597 -3.284 0.623  0.000
H 1.837 -2.625 -2.147  0.001
H 0.436 -2.743 -3.221  0.001
H 0.405 -3.470 -1.593  0.000
H 3.696 0.067 0.486  0.002
H 6.045 0.001 -0.246  0.000
H 6.593 -0.526 -2.596  0.000
H 4.790 -0.955 -4.226  0.001
H 2.441 -0.852 -3.531  0.000
H 2.349 2.143 0.025  0.007
H 3.253 4.109 -1.193  0.004
H 2.289 4.744 -3.353  0.002
H 0.507 3.435 -4.367  0.005
H 1.801 1.259 -3.721  0.033
H -4.136 -0.934 -0.669  0.000
H -5.734 0.020 -2.266  0.000
H -4.952 0.852 -4.458  0.000
H -2.550 0.760 -5.031  0.000
H -0.918 -0.098 -3.390  0.012
H -1.775 -3.470 -2.671  0.000
H -2.986 -5.588 -2.452  0.000
H -3.994 -6.228 -0.289  0.000
H -3.796 -4.728 1.662  0.000
H -2.528 -2.621 1.472  0.000
C 1.281 -5.108 2.119  0.001
N 0.414 -4.173 2.846  0.000
C -0.166 -4.508 4.032  0.000
C -0.967 -3.654 4.705  0.002
C -1.183 -2.375 4.116  0.005
N -0.607 -2.056 2.958  0.053
C 0.189 -2.932 2.322  0.005
O 0.715 -2.600 1.228  0.013
N -1.965 -1.461 4.691  -0.001
H 1.208 -6.082 2.594  0.000
H 2.311 -4.761 2.146  0.000
H 0.948 -5.178 1.087  0.000
H 0.055 -5.502 4.397  0.000
H -1.417 -3.939 5.643  0.000
H -2.432 -1.645 5.563  0.000
H -2.106 -0.572 4.240  0.000
N -2.222 5.300 -4.069  0.100
C -1.984 5.403 -2.769  0.159
O -2.663 6.320 -2.124  0.858
C -1.135 4.599 -1.980  0.225
C -0.656 3.254 -2.478  0.042
C -0.373 2.352 -1.276  0.024
N 0.387 3.065 -0.243  0.178
C 0.133 4.350 0.053  0.223
C -0.757 5.085 -0.719  0.127
H -2.878 5.915 -4.531  0.003
H -1.578 4.782 -4.645  0.005
H -1.447 2.783 -3.065  0.007
H -1.258 1.861 -0.884  0.003
H 0.719 4.812 0.839  0.011
H -1.019 6.087 -0.408  0.003

***

A 3-piece molecular cluster, C3H10O2S2 overall, computed with ωB97M-V/def2-TZVPD.

## Properties
spin multiplicity = 2
frontier orbital gap (alpha / beta) = 6.742 / 6.321 eV
HOMO (alpha / beta) = -3.90 / -3.48 eV
charge = -1
expectation value of S² = 0.753

Last column: Löwdin spin population.
Positions of all 17 atoms, in Å:
C 0.331 -0.922 -0.369  0.000
C -0.647 0.175 -0.942  0.005
O -1.103 0.793 0.234  0.000
C -0.450 -1.865 0.612  0.000
S -0.208 -3.674 1.105  0.000
S -0.634 3.707 -0.673  0.946
H 1.277 -0.470 0.250  0.000
H 0.747 -1.496 -1.250  0.000
H -0.075 0.878 -1.538  0.008
H -1.413 -0.345 -1.547  0.000
H -0.888 1.776 0.196  0.008
H -1.537 -1.850 0.455  0.000
H -0.327 -1.536 1.636  0.000
H -0.264 -4.107 -0.175  0.000
H 2.466 2.988 0.403  0.001
H 1.018 3.287 0.736  0.008
O 1.708 2.661 0.866  0.023

***

C15H38LaN7O7P as an isolated structure, computed with ωB97M-V/def2-TZVPD.

## Properties
spin multiplicity = 1
frontier orbital gap (alpha / beta) = 4.587 / 4.595 eV
HOMO (alpha / beta) = -9.07 / -9.07 eV
charge = +1

Last column: Löwdin charge in e.
Positions of all 69 atoms, in Å:
O -2.031 -4.286 0.613  -0.132
H -2.379 -5.172 0.386  0.095
La -0.211 0.081 0.514  2.118
N 2.226 -0.020 0.405  -0.315
N 1.023 -1.845 1.594  -0.249
N -0.686 1.183 -1.616  -0.130
N -2.338 -0.414 -0.545  -0.134
O 2.675 0.946 -0.351  -0.226
O 0.305 2.062 -2.136  -0.028
O -3.252 -1.093 0.334  -0.040
O -0.127 -1.660 2.217  -0.411
C 2.145 -1.405 2.270  -0.278
C 2.896 -0.433 1.521  -0.269
C -1.968 1.483 -1.912  -0.234
C -2.910 0.580 -1.278  -0.224
C 4.165 0.184 1.965  -0.018
H 4.085 1.269 2.116  0.066
H 4.966 0.015 1.236  0.098
H 4.475 -0.264 2.912  0.070
C 2.347 -1.731 3.701  -0.027
H 2.197 -2.805 3.875  0.097
H 1.648 -1.162 4.344  0.094
H 3.367 -1.487 4.013  0.068
C -2.381 2.703 -2.665  0.008
C -4.383 0.803 -1.254  0.008
H -1.562 3.078 -3.296  0.095
H -2.692 3.508 -1.967  0.105
H -3.251 2.481 -3.303  0.102
H -4.783 0.314 -0.356  0.091
H -4.907 0.407 -2.140  0.118
H -4.617 1.877 -1.225  0.096
H 1.155 1.770 -1.716  0.077
H -2.908 -2.013 0.473  0.107
C -0.977 -3.993 -0.302  -0.154
H -0.092 -3.651 0.239  0.058
H -1.329 -3.216 -0.989  0.058
H -0.681 -4.860 -0.903  0.090
O 0.861 -1.247 -1.763  -0.104
H 0.553 -0.696 -2.508  0.052
H 1.797 -0.979 -1.641  0.055
C 2.803 3.785 1.888  -0.099
N 1.517 4.368 2.319  -0.295
C 1.662 5.762 2.775  -0.092
P 0.156 3.856 1.509  0.574
O 0.226 2.379 1.191  -0.459
N -1.116 4.212 2.526  -0.292
C -2.429 3.717 2.076  -0.111
C -0.926 3.911 3.950  -0.096
N -0.092 4.727 0.116  -0.295
C 1.063 4.845 -0.785  -0.099
C -0.976 5.887 0.038  -0.099
H 3.417 3.596 2.781  0.093
H 3.354 4.474 1.224  0.095
H 2.647 2.838 1.352  0.048
H 1.873 6.457 1.943  0.085
H 0.763 6.121 3.295  0.080
H 2.509 5.799 3.477  0.097
H -2.576 2.645 2.298  0.087
H -3.198 4.295 2.606  0.100
H -2.572 3.857 0.999  0.058
H -0.924 2.827 4.163  0.096
H 0.017 4.330 4.305  0.069
H -1.754 4.379 4.499  0.097
H 0.684 4.986 -1.808  0.090
H 1.695 5.711 -0.514  0.093
H 1.691 3.943 -0.764  0.074
H -1.998 5.635 0.343  0.062
H -0.625 6.732 0.658  0.091
H -0.995 6.202 -1.019  0.093

***

One molecule with the formula C4H6O2, computed with ωB97M-V/def2-TZVPD.

## Properties
spin multiplicity = 1
SMILES string = O=C[C@H]1CCO1
frontier orbital gap = 10.591 eV
HOMO = -9.69 eV

Last column: Löwdin charge in e.
Positions of all 12 atoms, in Å:
O -0.876 0.615 -2.261  0.065
C -0.323 -0.327 -1.746  -0.190
C 0.518 -0.195 -0.493  -0.296
C 0.050 0.869 0.501  -0.077
C -0.138 -0.324 1.450  -0.157
O 0.284 -1.262 0.437  -0.088
H -0.396 -1.348 -2.174  0.134
H 1.577 -0.144 -0.791  0.156
H -0.863 1.377 0.185  0.110
H 0.799 1.604 0.797  0.112
H -1.163 -0.524 1.779  0.117
H 0.531 -0.339 2.318  0.115

***

| no. | largest force on an atom (eV/A) |
| --- | --- |
| 1 | 0.3 |
| 2 | 5.1 |
| 3 | 0.9 |
| 4 | 3.1 |
| 5 | 4.5 |
| 6 | 0.5 |